{
  "formula": "C5H10NS",
  "method": "wB97M-V/def2-TZVPD",
  "spin_multiplicity": 1,
  "orbital_gap_ha": 0.307,
  "relative_energy_kcal_mol": 83.0,
  "charge": 1,
  "symbols": ["C", "C", "C", "C", "C", "N", "S", "H", "H", "H", "H", "H", "H", "H", "H", "H", "H"],
  "positions_angstrom": [[-0.691245, 1.874129, -1.220065], [-0.205289, -1.245189, 0.797500], [0.552747, -0.375102, 1.445534], [0.092606, 0.896696, 1.698855], [0.220260, -2.562034, 0.429846], [0.001357, 3.024446, -1.471325], [-0.898761, 1.891759, 0.861946], [-1.818677, 2.119477, -1.414692], [-0.286990, 0.985044, -1.637509], [-1.355498, -0.901472, 0.590547], [1.623839, -0.679992, 1.857505], [0.244324, 1.270434, 2.761223], [1.189358, -2.825644, 0.484775], [-0.200291, -2.736394, -0.581954], [-0.338575, -3.351836, 1.041060], [1.009811, 2.916826, -1.255750], [-0.686156, 3.755719, -1.288825]],
  "forces_ev_per_angstrom": [[-2.9, 1.6, 0.0], [-3.0, 0.9, -0.5], [3.6, -0.9, 0.3], [-0.9, 2.0, 2.8], [-4.9, -2.1, -0.5], [-0.2, -1.4, 0.2], [0.2, -0.2, -0.5], [2.1, -1.3, 0.2], [0.1, -1.0, 0.3], [3.0, -1.0, 0.3], [-2.4, 0.6, -0.8], [0.2, -0.1, -1.3], [3.5, -0.3, 0.2], [0.5, -0.2, 0.3], [0.5, 1.0, -0.6], [-1.1, 1.5, -0.2], [1.9, 1.0, 0.0]]
}